DFT (ωB97M-V/def2-TZVPD) results for 11 unconnected molecules or ions with the total composition C23H53N12O23.

Summary:
- calculated total energy (Ha) = -3294.428425
- total charge = +1
- HOMO level (eV) = -10.879
- gap between HOMO and LUMO (eV) = 8.08

Each line ends with the Mulliken charge.
Atoms and positions in Å:
O (4.4438, -1.1106, 1.4210)  -0.406
C (3.8453, -1.6225, 0.2174)  -0.663
C (2.8788, -0.4487, -0.3014)  -0.285
C (1.6576, -1.1658, -0.9883)  -0.286
N (0.5457, -0.2513, -1.4344)  0.341
O (0.8434, 0.2960, -2.6933)  -0.400
C (0.2381, 0.8697, -0.5041)  -1.133
C (-1.1276, 1.5880, -0.7742)  -0.482
C (-2.3656, 0.6193, -0.8894)  -0.572
N (-3.6798, 1.2746, -0.7201)  -0.350
C (-4.3794, 0.6416, 0.4570)  -0.462
C (-5.1047, -0.6397, -0.1399)  0.517
C (-4.4383, -1.8989, -0.5971)  0.003
C (-5.1729, -3.0395, -1.1552)  -0.807
C (-6.6370, -2.9248, -1.2976)  -0.370
C (-7.3127, -1.7078, -0.8478)  -0.360
C (-6.5733, -0.5859, -0.2626)  -0.030
O (-7.2986, 0.5481, 0.1795)  -0.557
H (5.2815, -1.5776, 1.5902)  0.292
H (4.5800, -1.9574, -0.5569)  0.401
H (3.1395, -2.4468, 0.5468)  0.269
H (2.6285, 0.1478, 0.6090)  0.309
H (3.4457, 0.1130, -1.0871)  0.254
H (2.0579, -1.6469, -1.9306)  -0.183
H (1.2243, -2.0121, -0.3851)  0.482
H (-0.2726, -0.8632, -1.6044)  0.567
H (0.5046, -0.3767, -3.3255)  0.357
H (1.0453, 1.6479, -0.6482)  0.432
H (0.3256, 0.5566, 0.5730)  0.453
H (-1.0777, 2.3105, -1.6409)  0.274
H (-1.3209, 2.2449, 0.1278)  0.395
H (-2.3337, 0.1610, -1.9296)  0.189
H (-2.2251, -0.2366, -0.1688)  0.055
H (-3.4837, 2.2608, -0.5226)  0.352
H (-3.6644, 0.4079, 1.2922)  0.190
H (-5.1432, 1.4013, 0.7866)  0.476
H (-3.3262, -2.0128, -0.5255)  0.211
H (-4.6823, -3.9874, -1.4779)  0.365
H (-7.2525, -3.7380, -1.7415)  0.372
H (-8.4353, -1.6007, -0.9389)  0.422
H (-7.4965, 0.3293, 1.1131)  0.360
C (4.0796, -2.5307, -5.1100)  -0.761
N (3.2008, -3.2165, -4.1249)  0.901
O (2.0033, -2.9723, -4.1721)  -0.571
O (3.7346, -3.9714, -3.3404)  -0.499
H (3.4667, -1.8934, -5.7410)  0.313
H (4.8023, -1.9404, -4.5515)  0.325
H (4.5723, -3.2991, -5.7011)  0.308
C (5.7151, 1.4626, 3.1665)  -0.192
N (6.4450, 2.7572, 3.1158)  0.994
O (7.2565, 2.9125, 2.2195)  -0.568
O (6.1804, 3.5725, 3.9776)  -0.577
H (6.0500, 0.8386, 2.3433)  0.116
H (5.9437, 0.9996, 4.1163)  -0.014
H (4.6528, 1.6809, 3.0773)  0.336
C (0.0624, 6.0040, -2.1137)  -0.761
N (-0.3897, 5.1247, -1.0027)  0.852
O (0.4702, 4.6539, -0.2747)  -0.507
O (-1.5893, 4.9397, -0.9019)  -0.485
H (1.1457, 6.0782, -2.0811)  0.315
H (-0.2662, 5.5496, -3.0461)  0.302
H (-0.3963, 6.9794, -1.9671)  0.299
C (8.5838, 1.6296, -0.6736)  -0.692
N (8.2656, 0.2544, -1.1412)  0.894
O (8.1553, 0.0790, -2.3419)  -0.533
O (8.1372, -0.6013, -0.2873)  -0.528
H (8.6683, 2.2824, -1.5379)  0.308
H (7.7722, 1.9512, -0.0238)  0.233
H (9.5261, 1.5822, -0.1321)  0.301
C (-11.1347, 0.0669, -3.0701)  -0.711
N (-11.5925, -0.8119, -1.9608)  0.879
O (-10.7407, -1.2911, -1.2354)  -0.562
O (-12.7902, -0.9885, -1.8587)  -0.506
H (-10.0505, 0.1329, -3.0384)  0.254
H (-11.4679, -0.3827, -4.0030)  0.300
H (-11.5860, 1.0453, -2.9205)  0.299
C (-15.7468, -1.5495, -0.5326)  -0.646
N (-16.9894, -1.4538, -1.3440)  0.863
O (-17.2774, -2.4067, -2.0431)  -0.518
O (-17.6293, -0.4238, -1.2482)  -0.519
H (-15.2824, -2.5140, -0.7162)  0.289
H (-15.0900, -0.7406, -0.8422)  0.239
H (-16.0298, -1.4501, 0.5133)  0.299
C (-3.2599, -2.7417, 3.4934)  -0.727
N (-2.5279, -1.4576, 3.4408)  0.823
O (-1.7111, -1.3082, 2.5398)  -0.478
O (-2.7971, -0.6450, 4.2982)  -0.503
H (-2.9224, -3.3618, 2.6677)  0.305
H (-3.0312, -3.2148, 4.4460)  0.292
H (-4.3196, -2.5135, 3.4009)  0.289
C (8.1299, 3.9038, 6.5338)  -0.640
N (9.0331, 2.8998, 7.1564)  0.885
O (9.6744, 3.2482, 8.1290)  -0.534
O (9.0635, 1.7967, 6.6430)  -0.521
H (8.2037, 4.8339, 7.0904)  0.320
H (8.4536, 4.0431, 5.5049)  0.244
H (7.1183, 3.5069, 6.5778)  0.251
C (4.5750, -1.2359, 6.8106)  -0.828
N (5.3149, -0.6399, 5.6668)  0.805
O (4.9294, -0.9148, 4.5406)  -0.498
O (6.2550, 0.0809, 5.9379)  -0.506
H (3.7686, -1.8513, 6.4218)  0.319
H (5.2809, -1.8373, 7.3795)  0.306
H (4.1823, -0.4169, 7.4095)  0.321
C (9.0379, -1.2770, -5.4962)  -0.551
N (7.9305, -1.5840, -6.4382)  0.873
O (6.7937, -1.5280, -5.9971)  -0.533
O (8.2351, -1.8677, -7.5764)  -0.522
H (8.6111, -1.0429, -4.5236)  0.182
H (9.6741, -2.1575, -5.4376)  0.287
H (9.5819, -0.4235, -5.8951)  0.279

Cartesian forces, eV/Å:
0.55 -0.35 -0.87
-1.51 0.52 0.75
0.55 -1.45 -0.35
1.57 -0.69 -0.11
-0.20 -0.97 0.14
-0.31 -0.20 -0.54
-0.20 2.15 0.75
-0.67 0.28 0.57
1.02 -0.42 -1.23
1.16 -0.31 1.33
-0.66 -0.16 -1.39
-1.40 -1.44 -0.16
-1.63 0.15 -0.05
-1.77 2.17 0.60
1.21 1.95 1.00
1.33 -0.08 0.07
1.27 -1.95 -0.85
0.75 -1.51 0.40
-0.48 0.20 -0.06
-0.63 0.25 0.70
1.03 0.40 -0.67
0.13 -0.37 -0.95
-0.69 0.00 0.90
-0.69 0.47 0.92
0.20 1.17 -0.29
0.07 0.57 0.63
0.47 0.54 0.07
-0.65 -1.08 -0.01
-0.26 -0.29 -1.26
0.04 -1.01 0.77
0.47 -0.68 -0.87
-0.05 0.26 0.95
-0.16 0.89 -0.44
-0.34 -0.34 0.04
-0.68 0.08 -0.64
0.67 -1.14 -0.17
-1.20 0.24 0.07
-0.25 1.09 0.37
0.68 0.68 0.45
1.53 -0.19 0.12
-0.14 0.48 -0.62
-0.05 0.17 -0.23
0.21 -0.03 -0.17
0.01 0.03 0.35
-0.35 0.24 -0.05
-0.01 -0.11 0.09
0.07 -0.20 -0.05
0.10 0.07 0.15
0.03 0.05 -0.31
-0.11 -0.12 -0.09
-0.08 0.19 0.20
0.18 -0.08 -0.26
0.00 0.12 0.06
0.06 0.26 -0.08
0.07 0.02 0.11
0.26 0.14 -0.11
0.04 0.03 0.10
-0.49 -0.07 -0.20
0.49 -0.10 0.08
-0.11 -0.06 0.09
-0.12 0.09 0.08
-0.09 -0.12 -0.07
0.02 0.30 -0.12
0.07 0.04 0.02
-0.06 -0.15 0.22
-0.09 0.12 -0.31
-0.01 -0.16 0.01
0.16 -0.08 0.13
-0.15 -0.04 0.10
0.26 0.11 -0.14
0.06 -0.02 0.03
-0.33 0.01 -0.07
0.31 -0.01 0.07
-0.10 -0.06 0.09
-0.11 0.08 0.09
-0.09 -0.11 -0.06
0.20 -0.16 0.09
-0.10 -0.08 -0.07
-0.03 0.28 0.12
0.12 -0.25 -0.07
-0.10 0.09 -0.06
-0.10 -0.01 0.09
-0.01 0.12 -0.09
-0.04 -0.45 -0.25
0.09 0.11 -0.01
-0.19 0.19 0.25
0.25 -0.03 -0.37
-0.03 0.10 0.05
-0.14 0.13 0.01
0.06 -0.03 0.14
-0.07 0.28 0.04
0.10 0.02 0.13
-0.11 -0.22 -0.22
0.03 0.23 0.14
0.07 -0.14 0.02
-0.13 -0.12 0.03
0.10 -0.05 -0.15
-0.26 -0.17 0.07
-0.17 -0.25 0.10
0.21 -0.05 0.36
-0.20 -0.20 -0.16
0.11 0.08 -0.06
0.01 0.16 0.02
0.16 -0.04 0.02
0.04 0.11 0.41
0.13 0.00 -0.06
0.03 -0.07 -0.23
-0.26 0.06 0.30
-0.01 -0.04 -0.14
0.01 0.09 -0.14
0.03 -0.15 -0.08